Record 1
Molecular formula: C34H35BF4NP2PdSi
Method: DFT, ωB97M-V/def2-TZVPD

Structure (XYZ):
```
79
Properties=species:S:1:pos:R:3:forces:R:3:mulliken_charge:R:1
Pd 0.170 -0.064 -0.275 -0.41 -0.38 -0.20 0.102
N 0.399 1.718 2.186 0.10 -0.02 0.25 -0.145
P 1.509 0.416 2.006 0.18 0.60 0.25 0.180
C 2.267 0.516 3.677 -0.10 -0.32 0.11 0.316
C 3.532 -0.056 3.813 -0.10 0.12 -0.13 -0.712
C 4.170 -0.092 5.035 0.13 -0.04 0.05 -0.695
C 3.544 0.426 6.160 -0.03 0.03 0.02 -0.495
C 2.270 0.961 6.044 0.12 0.03 0.26 -0.638
C 1.628 0.994 4.819 -0.01 0.05 -0.34 -0.239
C 2.868 1.187 1.052 0.03 0.24 0.08 0.410
C 3.175 2.518 1.149 0.02 -0.42 0.21 -0.273
C 3.944 3.164 0.180 0.03 0.32 0.37 -0.768
C 4.410 2.453 -0.936 0.28 -0.52 -0.44 -0.792
C 4.186 1.120 -1.070 0.23 0.40 0.09 -1.307
C 3.362 0.351 -0.087 -0.09 0.33 -0.15 2.030
P -0.572 2.000 0.820 0.86 0.18 0.00 0.514
C 0.307 3.358 -0.050 -0.32 -0.21 -0.02 0.342
C 0.910 3.064 -1.266 -0.23 -0.21 -0.07 -0.146
C 1.643 4.029 -1.929 0.02 0.17 -0.13 -0.625
C 1.778 5.292 -1.381 0.01 0.03 -0.12 -0.741
C 1.179 5.590 -0.169 0.01 0.15 0.16 -0.818
C 0.446 4.627 0.499 0.02 -0.01 -0.03 -0.194
C -1.870 2.956 1.676 -0.51 -0.33 -0.16 0.210
C -2.621 3.924 1.008 0.28 -0.22 0.01 -0.376
C -3.602 4.624 1.680 -0.15 0.16 0.03 -0.647
C -3.866 4.355 3.014 0.03 -0.04 0.04 -0.456
C -3.168 3.349 3.666 -0.21 0.22 0.10 -0.607
C -2.188 2.643 2.998 0.24 -0.08 -0.21 -0.432
H 0.707 2.543 2.700 -0.03 -0.15 -0.02 0.547
H 4.010 -0.458 2.928 0.16 -0.04 0.01 0.274
H 5.162 -0.515 5.109 0.05 -0.06 0.03 0.396
H 4.046 0.408 7.117 0.00 0.00 0.05 0.361
H 1.777 1.365 6.918 -0.05 -0.01 0.05 0.403
H 0.628 1.402 4.750 -0.06 0.01 -0.02 0.330
H 2.785 3.095 1.980 -0.06 0.08 0.01 0.328
H 4.133 4.223 0.264 0.04 0.11 0.01 0.451
H 4.958 2.983 -1.705 0.03 0.01 -0.05 0.398
H 4.536 0.581 -1.941 0.06 -0.03 -0.03 0.461
H 3.957 -0.501 0.299 -0.09 0.07 -0.11 0.394
H 0.808 2.058 -1.671 0.04 0.15 0.02 0.177
H 2.109 3.796 -2.873 0.09 -0.06 -0.12 0.496
H 2.352 6.048 -1.897 0.06 0.09 -0.07 0.378
H 1.283 6.577 0.259 0.03 0.10 0.04 0.398
H -0.021 4.863 1.447 -0.03 0.04 0.04 0.448
H -2.407 4.132 -0.031 -0.03 0.08 -0.07 0.379
H -4.161 5.394 1.168 -0.06 0.06 -0.07 0.397
H -4.615 4.923 3.543 -0.12 0.04 0.05 0.378
H -3.387 3.124 4.699 -0.02 -0.06 0.07 0.412
H -1.655 1.845 3.494 0.02 0.00 0.03 0.402
C -0.930 0.073 -3.858 -0.08 -0.14 0.95 -1.431
Si -1.533 -0.171 -2.010 -1.12 0.18 -1.12 1.172
C -2.609 -1.782 -2.067 0.62 0.61 0.13 -1.239
C -2.864 1.266 -1.868 0.69 -0.63 0.12 -1.314
H -1.796 0.178 -4.503 -0.30 0.01 -0.13 0.459
H -0.363 -0.785 -4.200 0.16 -0.26 -0.07 0.326
H -0.309 0.954 -3.990 0.16 0.23 0.06 0.335
H -3.230 -1.802 -2.962 -0.08 0.12 -0.18 0.360
H -3.255 -1.846 -1.196 -0.05 0.02 0.18 0.306
H -1.983 -2.670 -2.060 0.13 -0.14 0.04 0.255
H -3.589 1.193 -2.676 -0.10 -0.06 -0.18 0.509
H -2.401 2.250 -1.922 0.15 0.20 -0.04 0.215
H -3.404 1.206 -0.926 -0.08 -0.04 0.20 0.284
C 2.187 -0.204 -0.854 -0.37 0.03 0.52 -2.699
C 2.152 -1.614 -1.122 0.15 -0.70 -0.41 1.537
C 1.950 -2.121 -2.422 -0.03 0.26 0.21 -0.300
C 2.062 -3.469 -2.676 -0.05 -0.22 -0.11 -0.683
C 2.323 -4.365 -1.652 0.00 0.00 0.07 -0.483
C 2.474 -3.895 -0.354 0.03 -0.21 0.02 -0.701
C 2.407 -2.549 -0.087 -0.12 0.40 -0.13 0.060
H 1.741 -1.428 -3.224 -0.01 0.08 -0.03 0.437
H 1.942 -3.832 -3.687 -0.06 -0.03 -0.11 0.398
H 2.385 -5.425 -1.854 -0.01 -0.07 -0.02 0.349
H 2.619 -4.588 0.462 -0.01 -0.06 0.06 0.384
H 2.488 -2.194 0.937 0.00 -0.07 -0.09 0.187
F 0.017 -3.937 1.895 0.72 -0.39 0.66 -0.386
B -0.930 -3.421 1.042 0.01 0.55 -0.21 0.188
F -0.638 -2.026 0.846 -0.04 0.17 0.14 0.057
F -0.874 -4.045 -0.185 0.07 -0.44 -0.82 -0.408
F -2.191 -3.514 1.582 -0.84 -0.09 0.40 -0.380
```
Positions in Å, forces in eV/Å.

Computed properties:
Expectation value of S²   6.065
Largest force on an atom   1.59 eV/A
Multiplicity   5
Kohn-Sham gap (spin up / spin down)   0.21588 / 0.25758 Eh
HOMO level (spin up / spin down)   -3.47 / -5.53 eV
Net charge   -1

Record 2
Molecular formula: C24H32N4O2
Method: DFT, ωB97M-V/def2-TZVPD

Structure (XYZ):
```
62
Properties=species:S:1:pos:R:3:forces:R:3:mulliken_charge:R:1
C -0.343 6.714 -4.280 -0.06 -0.01 0.00 -1.370
C -0.317 5.614 -3.263 0.06 -0.04 -0.03 0.951
C -1.140 5.673 -2.143 0.11 -0.12 -0.07 -0.819
C -1.128 4.668 -1.198 0.04 -0.07 0.09 -0.414
C -0.287 3.569 -1.357 -0.06 0.59 -0.52 0.467
N -0.308 2.570 -0.377 0.19 -0.62 0.43 0.650
N -1.437 2.365 0.319 -0.78 0.20 0.02 -1.277
C -1.179 1.409 1.184 0.37 0.13 -0.19 -1.054
C 0.153 0.980 1.067 0.22 0.17 -0.31 0.377
C 0.686 1.744 0.051 -0.12 -0.26 0.36 0.419
C 2.102 1.694 -0.396 0.13 -0.05 0.04 -1.507
C 2.960 1.033 0.702 0.16 -0.06 -0.08 2.221
C 4.337 0.699 0.124 -0.28 0.06 0.08 -2.151
C 3.132 1.998 1.877 -0.06 -0.13 -0.15 -2.055
C 2.280 -0.269 1.156 -0.11 0.25 0.13 -1.668
C 0.921 -0.045 1.835 0.15 0.04 0.11 -0.078
N 0.184 -1.290 1.906 0.27 0.20 -0.35 0.180
C -0.346 -1.767 3.045 -0.12 -0.61 -0.04 0.419
O -0.151 -1.285 4.143 -0.04 0.20 0.43 -0.702
C -1.215 -2.999 2.815 -0.06 0.24 0.07 -0.622
C -2.484 -2.625 2.042 0.00 -0.16 -0.09 -0.528
C -3.132 -3.837 1.380 -0.11 0.45 0.09 -0.911
N -2.281 -4.515 0.420 -0.17 -0.28 0.28 0.293
C -2.612 -5.884 0.078 -0.10 -0.28 -0.10 -0.654
C -1.416 -6.358 -0.748 -0.05 0.02 -0.05 -0.598
C -0.891 -5.064 -1.359 0.04 -0.03 0.04 -0.667
C -1.345 -3.981 -0.389 0.32 -0.34 -0.32 0.417
O -0.912 -2.845 -0.370 0.11 0.45 -0.06 -0.786
C 0.521 3.487 -2.484 -0.09 -0.16 0.25 -0.181
C 0.505 4.507 -3.419 -0.07 0.16 0.02 -1.081
H 0.455 6.592 -5.008 0.03 0.05 -0.07 0.342
H -0.234 7.684 -3.797 0.02 0.09 -0.04 0.349
H -1.295 6.712 -4.810 -0.03 0.06 -0.09 0.305
H -1.795 6.522 -2.010 -0.07 0.09 0.04 0.384
H -1.768 4.706 -0.331 -0.03 0.02 0.06 0.498
H -1.936 1.061 1.858 -0.23 -0.04 0.13 0.662
H 2.185 1.098 -1.311 0.06 0.06 -0.05 0.457
H 2.475 2.699 -0.611 0.05 -0.02 -0.05 0.635
H 4.254 -0.033 -0.677 0.01 -0.09 -0.11 0.420
H 4.983 0.289 0.896 0.10 -0.05 0.09 0.469
H 4.809 1.594 -0.277 0.09 0.11 -0.06 0.414
H 3.633 1.501 2.705 0.08 -0.04 0.13 0.432
H 3.734 2.853 1.576 0.06 0.11 -0.01 0.473
H 2.171 2.364 2.226 -0.09 0.08 0.11 0.402
H 2.117 -0.902 0.279 0.04 -0.07 -0.06 0.440
H 2.938 -0.808 1.840 0.03 -0.07 0.01 0.379
H 1.053 0.278 2.875 0.04 -0.05 -0.19 0.596
H -0.074 -1.719 1.024 -0.08 -0.07 0.07 0.399
H -0.633 -3.724 2.244 0.01 -0.04 0.00 0.256
H -1.469 -3.435 3.781 0.09 0.03 -0.02 0.396
H -2.253 -1.886 1.276 -0.09 -0.01 0.10 0.227
H -3.211 -2.182 2.725 -0.03 -0.01 0.00 0.488
H -4.060 -3.524 0.880 0.04 -0.09 0.09 0.336
H -3.394 -4.574 2.147 -0.03 0.04 -0.09 0.397
H -3.543 -5.914 -0.504 0.03 -0.05 0.07 0.299
H -2.758 -6.475 0.986 -0.03 0.05 -0.07 0.366
H -0.662 -6.798 -0.095 -0.03 -0.01 0.00 0.275
H -1.699 -7.098 -1.494 0.01 -0.05 0.04 0.341
H -1.350 -4.855 -2.327 0.01 0.04 -0.02 0.269
H 0.190 -5.042 -1.487 -0.03 0.10 -0.01 0.350
H 1.144 2.624 -2.650 0.06 -0.11 0.01 0.379
H 1.139 4.432 -4.290 0.06 0.00 -0.08 0.294
```
Positions in Å, forces in eV/Å.

Computed properties:
SMILES string   Cc1ccc(-n2ncc3c2CC(C)(C)C[C@@H]3NC(=O)CCCN2CCCC2=O)cc1
Relative energy (zero: lowest compared OMol25 entry of this formula, charge and spin)   2.1 kcal per mole
Largest force on an atom   0.81 eV/A
Kohn-Sham gap   0.32106 Eh
HOMO level   -8.09 eV

Record 3
Molecular formula: C17H25BCl3F3LiMgN4O19S2
Method: DFT, ωB97M-V/def2-TZVPD

Structure (XYZ):
```
76
Properties=species:S:1:pos:R:3:forces:R:3:mulliken_charge:R:1
N -2.699 0.759 -0.852 0.03 0.34 0.63 -0.061
C -2.042 0.302 -1.874 0.24 -0.44 -1.45 0.031
N -2.518 -0.783 -2.635 0.99 -0.07 1.07 -0.222
C -1.456 -1.828 -2.715 -0.67 -0.85 -0.85 -0.446
O -0.170 -1.301 -2.963 0.43 0.00 0.33 -0.488
C 0.125 -0.353 -1.992 0.09 -0.32 0.60 -0.085
C 1.593 0.053 -1.940 -0.79 0.70 0.06 -1.088
S 1.781 1.197 -0.535 1.13 0.24 -0.08 0.991
O 1.490 2.556 -0.933 -0.74 -0.32 0.18 -0.647
O 3.090 1.010 0.031 -2.60 -0.50 1.15 -0.507
N -0.785 0.823 -2.251 -1.10 0.61 -0.39 -0.166
H -2.797 0.136 -0.022 -1.90 -1.07 -0.39 0.386
H -3.083 1.692 -0.868 1.24 0.59 0.68 0.267
H -2.652 -0.401 -3.573 -0.31 -0.09 -0.04 0.390
H -1.701 -2.457 -3.570 0.04 -0.03 0.16 0.436
H -1.528 -2.435 -1.808 0.18 0.25 0.05 0.443
H -0.152 -0.742 -0.995 0.03 -0.04 -0.09 0.601
H 2.260 -0.799 -1.808 -0.08 0.05 0.13 0.418
H 1.880 0.645 -2.813 0.10 -0.07 0.09 0.389
H 0.792 0.809 0.349 0.11 -0.15 -0.45 0.065
H -0.835 0.834 -3.270 0.61 0.29 -0.10 0.332
C 4.505 3.727 0.351 2.64 -0.45 -0.23 -0.934
N 4.680 4.846 -0.514 2.09 1.16 2.53 1.114
O 5.317 4.772 -1.597 -1.52 -0.64 -0.54 -0.464
O 4.142 5.863 -0.155 0.82 1.70 0.79 -0.488
H 5.030 2.816 -0.073 -0.28 -0.51 0.07 0.130
H 4.929 4.007 1.321 0.16 0.38 -0.30 0.347
H 3.457 3.542 0.406 1.08 -1.81 -1.13 0.164
Cl 5.354 1.062 -0.673 2.55 -0.22 -0.63 -0.678
F 2.216 5.026 -0.570 -2.53 0.32 1.97 -0.677
Li 4.272 3.022 2.716 -0.06 -0.60 -0.02 0.598
Mg 2.228 4.243 1.074 -3.07 1.70 0.00 1.037
Cl 3.520 4.606 -2.485 0.60 -0.72 -3.78 -0.067
B -3.907 -4.429 -0.568 -0.33 -1.50 -0.56 0.831
O -3.456 -2.994 -0.638 0.10 0.30 0.33 -0.333
C -3.658 -2.449 0.527 0.37 0.22 -0.83 0.705
O -3.389 -1.291 0.785 0.34 0.66 0.36 -0.855
C -4.262 -3.468 1.475 -0.43 -1.15 0.82 0.237
O -4.562 -3.262 2.607 -0.14 0.58 0.15 -0.574
O -4.396 -4.614 0.823 0.36 1.12 -0.39 -0.675
F -2.832 -5.265 -0.836 0.07 0.37 -0.02 -0.316
F -4.926 -4.640 -1.486 0.16 0.50 -0.05 -0.303
C 5.450 8.829 0.500 -0.01 0.11 0.01 -0.231
C 4.868 10.164 0.021 0.05 -0.04 0.00 -0.777
C 5.615 11.283 0.758 -0.43 0.02 -0.17 -0.648
S 7.247 10.633 1.135 -0.16 -0.19 -0.32 1.151
O 7.380 10.522 2.565 0.15 0.10 0.08 -0.656
O 8.228 11.313 0.331 0.19 0.13 0.20 -0.667
C 6.966 9.000 0.461 -0.26 -0.28 -0.05 -0.778
H 5.126 8.000 -0.124 -0.01 -0.01 0.00 0.108
H 5.123 8.630 1.524 0.03 -0.02 0.01 0.276
H 5.025 10.263 -1.055 0.01 -0.02 0.01 0.321
H 3.795 10.223 0.201 0.00 0.02 -0.01 0.357
H 5.718 12.174 0.145 0.15 0.05 0.11 0.373
H 5.130 11.535 1.699 0.12 -0.01 0.06 0.350
H 7.500 8.261 1.055 0.12 0.13 0.05 0.435
H 7.336 8.996 -0.564 0.05 0.05 0.02 0.376
O -2.843 -5.740 3.208 0.08 -0.01 -0.02 -0.607
Cl -3.178 -6.179 4.546 -0.02 -0.01 0.01 1.749
O -4.612 -6.253 4.691 0.00 0.02 0.03 -0.686
O -2.643 -5.236 5.508 0.03 0.01 0.00 -0.721
O -2.598 -7.484 4.782 0.04 0.01 0.03 -0.699
C -5.926 -8.851 -1.008 -0.09 -0.38 0.00 -0.688
C -5.420 -8.162 0.035 -0.20 0.15 -0.70 -0.127
C -5.122 -8.837 1.347 -0.03 -0.53 0.20 0.883
O -4.646 -8.196 2.248 0.02 0.33 -0.08 -0.344
C -5.429 -10.266 1.464 0.01 0.07 0.00 -1.180
C -5.934 -10.933 0.425 0.14 -0.08 0.48 0.430
C -6.203 -10.266 -0.888 0.03 0.62 -0.33 1.053
O -6.650 -10.942 -1.807 -0.05 -0.39 0.19 -0.686
O -6.230 -12.240 0.492 -0.10 0.01 -0.33 -0.603
O -5.166 -6.876 -0.046 0.00 -0.81 0.81 -0.211
H -6.143 -8.381 -1.956 0.03 0.06 0.02 0.461
H -5.228 -10.741 2.414 0.01 0.02 0.00 0.459
H -6.575 -12.469 -0.390 -0.01 0.00 -0.07 0.340
H -4.815 -6.609 0.834 0.07 0.36 -0.07 0.346
```
Positions in Å, forces in eV/Å.

Computed properties:
Largest force on an atom   3.89 eV/A
Kohn-Sham gap   0.08589 Eh
HOMO level   -5.14 eV
Net charge   -1